[1]
The following is a quantum chemistry calculation of 2 unconnected molecules or ions with the total composition C15H33FN3O3S, from the OMol25 dataset.

Structure (XYZ):
```
56
Properties=species:S:1:pos:R:3
C -3.307 0.011 5.103
C -3.604 -1.283 4.085
C -3.794 -0.623 2.586
N -4.031 -1.686 1.536
N -2.786 -2.013 0.990
C -2.262 -3.334 1.508
C -1.110 -4.039 0.576
C 0.256 -3.087 0.442
S -3.051 -2.020 -0.740
O -3.823 -3.328 -1.166
O -4.073 -0.850 -1.021
F -1.653 -1.719 -1.686
H -2.160 0.246 5.035
H -3.978 0.903 4.682
H -3.677 -0.335 6.158
H -2.660 -1.978 4.189
H -4.581 -1.840 4.482
H -2.786 -0.060 2.314
H -4.658 0.182 2.633
H -4.485 -2.503 2.000
H -3.079 -4.145 1.722
H -1.742 -3.098 2.556
H -0.740 -5.000 1.179
H -1.492 -4.440 -0.456
H 1.165 -3.604 1.015
H 0.584 -2.962 -0.689
H 0.113 -2.040 0.992
C 0.330 1.506 -2.954
C 1.786 1.098 -2.636
C 2.767 2.085 -3.321
C 2.815 3.483 -2.713
C 2.465 3.520 -1.230
C 2.668 2.180 -0.479
N 1.876 1.143 -1.164
O 1.966 -0.102 -0.559
C 2.094 2.390 0.948
C 4.179 1.880 -0.348
C 2.037 -0.282 -3.309
H -0.383 0.802 -2.514
H 0.148 1.523 -4.036
H 0.088 2.500 -2.567
H 3.781 1.666 -3.292
H 2.529 2.178 -4.391
H 3.818 3.899 -2.868
H 2.130 4.146 -3.255
H 3.038 4.324 -0.749
H 1.414 3.825 -1.140
H 1.011 2.562 0.916
H 2.550 3.263 1.431
H 2.279 1.528 1.600
H 4.689 2.698 0.178
H 4.678 1.763 -1.315
H 4.365 0.968 0.229
H 1.891 -0.218 -4.396
H 1.345 -1.051 -2.949
H 3.062 -0.632 -3.140
```

charge	-1
orbital gap	2.84	eV
HOMO energy	-1.18	eV
LUMO energy	1.65	eV

---

[2]
The following is a quantum chemistry calculation of 5 unconnected molecules or ions with the total composition C15H33N3O6S4, from the OMol25 dataset.

Structure (XYZ):
```
61
Properties=species:S:1:pos:R:3
N -3.261 4.949 -1.527
C -4.452 4.599 -0.705
O -4.289 3.435 0.138
C -3.141 3.528 0.971
O -2.822 4.655 1.434
N -2.315 2.339 1.380
C -2.285 1.494 0.122
C -1.740 2.202 -1.157
C -1.760 1.356 -2.478
C -2.284 -0.120 -2.365
C -2.742 -0.592 -0.963
N -2.763 0.159 0.254
H -3.288 5.968 -1.725
H -3.330 4.499 -2.462
H -5.330 4.432 -1.439
H -4.709 5.505 -0.063
H -2.930 1.836 2.055
H -1.364 3.274 -1.099
H -1.408 1.845 -3.441
H -2.305 -0.764 -3.300
H -3.102 -1.688 -0.893
C -2.989 -5.330 -3.403
S -4.101 -4.577 -2.198
O -3.321 -3.536 -1.457
C -4.224 -6.024 -1.126
H -2.742 -4.583 -4.159
H -2.074 -5.662 -2.909
H -3.487 -6.176 -3.881
H -3.231 -6.313 -0.775
H -4.682 -6.847 -1.677
H -4.850 -5.769 -0.271
C 1.224 -0.208 1.316
S 1.263 1.593 1.184
O 1.133 1.936 -0.258
C 3.001 1.772 1.639
H 0.227 -0.553 1.037
H 1.962 -0.647 0.643
H 1.433 -0.502 2.347
H 3.628 1.207 0.946
H 3.150 1.413 2.659
H 3.265 2.828 1.587
C 7.427 2.526 3.819
S 6.241 2.464 5.179
O 4.998 1.817 4.660
C 5.939 4.243 5.244
H 7.729 1.506 3.577
H 6.966 2.985 2.942
H 8.304 3.099 4.126
H 5.570 4.594 4.279
H 6.864 4.760 5.505
H 5.188 4.437 6.011
C 2.094 -4.638 -2.653
S 0.912 -4.722 -1.290
O -0.324 -5.383 -1.808
C 0.585 -2.947 -1.217
H 2.409 -5.654 -2.899
H 1.624 -4.183 -3.527
H 2.963 -4.055 -2.346
H 0.209 -2.597 -2.179
H 1.504 -2.418 -0.957
H -0.167 -2.766 -0.447
```

charge	0
orbital gap	8.55	eV
HOMO energy	-7.94	eV
LUMO energy	0.61	eV

---

[3]
The following is a quantum chemistry calculation of a molecular structure, C15H33NbO7PS3, from the OMol25 dataset.

Structure (XYZ):
```
60
Properties=species:S:1:pos:R:3
C -2.182 1.250 4.336
C -1.841 1.788 3.171
C -1.401 2.218 1.663
Nb -1.129 0.265 0.437
P 1.084 -0.167 1.707
O 2.112 0.913 1.225
H -2.451 0.442 5.120
H -2.189 2.890 1.168
H -0.349 2.677 1.732
H -0.244 1.122 -0.891
H -1.071 -1.338 -0.407
H -1.971 -0.578 1.828
H -2.686 0.685 -0.388
H 0.770 -0.013 3.124
H 1.594 -1.502 1.545
C 3.580 5.811 -1.230
C 3.936 4.778 -0.159
C 2.625 4.189 0.365
S 1.450 4.313 -0.977
O 0.406 5.237 -0.591
O 1.163 2.992 -1.480
C 2.542 5.141 -2.120
H 4.458 6.123 -1.802
H 3.150 6.701 -0.757
H 4.544 3.984 -0.606
H 4.520 5.221 0.652
H 2.739 3.140 0.650
H 2.237 4.763 1.209
H 1.977 5.848 -2.729
H 3.000 4.379 -2.755
C 3.188 -1.762 -4.468
C 3.918 -1.744 -3.124
C 2.874 -1.475 -2.038
S 1.325 -2.113 -2.666
O 0.421 -1.007 -2.867
O 0.954 -3.290 -1.911
C 1.952 -2.626 -4.256
H 3.821 -2.156 -5.268
H 2.892 -0.744 -4.741
H 4.387 -2.719 -2.951
H 4.710 -0.991 -3.103
H 3.123 -1.983 -1.106
H 2.750 -0.405 -1.857
H 1.190 -2.480 -5.022
H 2.218 -3.683 -4.186
C -5.828 -3.749 3.008
C -5.188 -4.724 2.019
C -4.136 -3.947 1.225
S -3.575 -2.628 2.295
O -3.972 -1.366 1.714
O -2.217 -2.897 2.709
C -4.673 -2.995 3.653
H -6.435 -4.268 3.755
H -6.478 -3.051 2.470
H -4.705 -5.538 2.571
H -5.931 -5.173 1.355
H -3.289 -4.578 0.954
H -4.565 -3.495 0.328
H -4.982 -2.071 4.142
H -4.132 -3.631 4.357
```

charge	-1
orbital gap	6.25	eV
HOMO energy	-3.85	eV
LUMO energy	2.40	eV

---

[4]
The following is a quantum chemistry calculation of 4 unconnected molecules or ions with the total composition C15H34BrFNO12PS3, from the OMol25 dataset.

Structure (XYZ):
```
68
Properties=species:S:1:pos:R:3
C -2.248 3.431 -1.690
C -0.929 3.438 -2.448
F -0.031 4.256 -1.784
C -0.259 2.041 -2.706
P -0.393 1.716 -4.514
N -1.844 1.878 -5.089
C -0.787 0.829 -1.927
C 0.165 0.663 -0.768
O 0.841 -0.540 -0.886
Br -0.754 0.763 0.949
C 1.188 1.789 -0.974
O 1.975 2.269 -0.198
O 1.117 2.136 -2.290
H -2.477 2.509 -1.182
H -2.180 4.200 -0.931
H -3.061 3.723 -2.341
H -1.101 3.904 -3.414
H 0.089 0.405 -4.684
H 0.579 2.545 -5.108
H -2.505 2.150 -4.373
H -0.620 -0.050 -2.546
H -1.839 0.819 -1.708
H 1.673 -0.472 -0.413
C 1.361 -0.968 3.856
C 1.442 -1.461 5.285
O 0.172 -1.368 5.974
S -0.924 -2.472 5.656
C -1.982 -2.139 7.022
O -0.329 -3.765 5.817
O -1.602 -2.138 4.444
H 0.749 -1.627 3.242
H 2.360 -0.924 3.422
H 0.917 0.026 3.817
H 1.809 -2.487 5.336
H 2.121 -0.844 5.868
H -1.447 -2.356 7.941
H -2.846 -2.790 6.919
H -2.287 -1.097 6.980
C -4.100 1.471 -9.843
C -3.300 2.532 -10.573
O -3.767 3.869 -10.290
S -3.347 4.504 -8.894
C -3.780 6.169 -9.265
O -1.928 4.399 -8.753
O -4.216 4.013 -7.873
H -3.936 1.520 -8.767
H -3.804 0.482 -10.191
H -5.166 1.605 -10.024
H -2.237 2.463 -10.338
H -3.409 2.421 -11.649
H -3.146 6.525 -10.072
H -3.610 6.749 -8.361
H -4.829 6.203 -9.545
C 3.198 -6.324 6.559
C 3.090 -5.161 7.524
O 4.321 -4.924 8.246
S 5.477 -4.156 7.473
C 6.466 -3.769 8.875
O 4.933 -2.955 6.915
O 6.182 -5.074 6.636
H 3.878 -6.099 5.739
H 2.216 -6.545 6.140
H 3.576 -7.210 7.068
H 2.785 -4.248 7.013
H 2.345 -5.375 8.286
H 5.908 -3.103 9.525
H 7.363 -3.280 8.504
H 6.723 -4.693 9.385
```

charge	0
orbital gap	9.62	eV
HOMO energy	-9.07	eV
SMILES string	C[C@@H](F)[C@]1([PH2]=N)C[C@](O)(Br)C(=O)O1.CCOS(C)(=O)=O.CCOS(C)(=O)=O.CCOS(C)(=O)=O
LUMO energy	0.54	eV

---

[5]
The following is a quantum chemistry calculation of 3 unconnected molecules or ions with the total composition C15H34ClNO6, from the OMol25 dataset.

Structure (XYZ):
```
57
Properties=species:S:1:pos:R:3
C 2.370 -2.300 -0.149
C 2.434 -0.781 0.522
Cl 1.765 -0.978 2.273
C 1.351 0.166 -0.331
O 0.131 0.207 0.491
C -1.029 0.731 -0.284
O -1.178 0.606 -1.612
O -2.096 1.377 0.501
C -3.415 0.774 0.253
C -3.501 -0.844 0.496
O -3.447 -1.246 1.913
C -4.987 -1.330 -0.097
N -5.015 -2.802 -0.461
H 3.027 -2.363 -1.130
H 2.738 -3.063 0.672
H 1.224 -2.503 -0.360
H 3.515 -0.331 0.543
H 1.233 -0.363 -1.370
H 1.838 1.230 -0.480
H -4.157 1.269 1.047
H -3.882 1.059 -0.807
H -2.714 -1.482 -0.090
H -2.758 -1.978 2.051
H -5.153 -0.733 -1.100
H -5.776 -1.050 0.721
H -4.330 -3.368 0.085
H -4.904 -2.915 -1.493
C -2.249 0.612 -7.836
C -3.374 0.787 -6.828
O -3.086 0.222 -5.552
C -1.949 0.745 -4.868
C -2.048 2.235 -4.584
H -2.013 -0.451 -7.966
H -2.536 1.031 -8.806
H -1.333 1.112 -7.515
H -4.264 0.273 -7.205
H -3.648 1.840 -6.722
H -1.034 0.507 -5.421
H -1.882 0.208 -3.915
H -2.111 2.823 -5.503
H -1.170 2.575 -4.026
H -2.944 2.453 -3.994
C 4.679 1.288 4.294
C 4.439 -0.128 4.793
O 5.485 -0.622 5.626
C 5.741 0.108 6.824
C 4.544 0.177 7.757
H 5.625 1.344 3.742
H 3.866 1.603 3.633
H 4.738 2.005 5.115
H 4.382 -0.798 3.930
H 3.477 -0.207 5.307
H 6.112 1.110 6.582
H 6.560 -0.408 7.337
H 3.696 0.690 7.299
H 4.806 0.713 8.674
H 4.210 -0.832 8.025
```

charge	0
orbital gap	9.59	eV
HOMO energy	-9.16	eV
SMILES string	C[C@H](Cl)COC(=O)OC[C@@H](O)CN.CCOCC.CCOCC
LUMO energy	0.43	eV

---

[6]
The following is a quantum chemistry calculation of a molecular structure, C15H34ClO18, from the OMol25 dataset.

Structure (XYZ):
```
68
Properties=species:S:1:pos:R:3
Cl 0.138 -0.061 -0.179
O 0.624 -0.860 0.889
O 1.172 0.190 -1.155
O -0.966 -0.754 -0.810
O -0.454 1.142 0.398
O -1.197 -1.904 1.220
H -0.527 -1.677 0.575
H -1.056 -1.288 1.939
O -1.546 0.356 2.255
H -2.461 0.079 2.300
H -1.227 -0.004 1.428
C 4.702 0.485 -1.792
C 3.180 0.315 -1.917
C 2.381 1.575 -2.413
O 1.694 1.187 -3.539
C 1.997 -0.069 -3.820
O 1.380 -0.731 -4.655
O 3.015 -0.552 -3.015
H 5.105 -0.503 -1.573
H 4.960 1.182 -0.994
H 5.183 0.941 -2.658
H 2.857 -0.202 -1.014
H 3.013 2.435 -2.633
H 1.666 1.823 -1.628
C -1.581 2.553 1.367
C -3.003 2.755 0.867
C -4.176 2.107 1.585
O -5.120 3.176 1.650
C -4.521 4.336 1.476
O -4.906 5.418 1.832
O -3.223 4.078 1.012
H -1.272 1.509 1.419
H -1.457 2.875 2.401
H -0.838 2.958 0.680
H -3.054 2.372 -0.152
H -3.835 1.567 2.467
H -4.631 1.386 0.906
C 1.293 -4.880 -0.140
C 0.057 -4.069 0.207
C -0.566 -3.238 -0.920
O -1.878 -3.867 -1.121
C -2.115 -4.726 -0.138
O -3.178 -5.034 0.361
O -0.939 -4.881 0.581
H 1.659 -5.382 0.756
H 2.103 -4.369 -0.661
H 0.946 -5.637 -0.844
H 0.341 -3.388 1.010
H 0.187 -3.277 -1.707
H -0.574 -2.188 -0.629
C -2.758 1.091 -1.493
O -1.897 0.343 -2.368
H -3.191 1.838 -2.158
H -3.626 0.485 -1.235
H -2.241 1.616 -0.690
H -1.190 -0.104 -1.896
C 1.189 2.533 2.640
O 1.107 1.115 2.414
H 1.720 2.827 3.545
H 1.888 2.982 1.935
H 0.257 3.096 2.683
H 0.623 0.860 1.626
C 3.467 -0.570 0.702
O 2.760 -1.355 -0.226
H 3.762 -1.010 1.655
H 4.197 0.114 0.268
H 2.744 0.136 1.109
H 1.836 -1.257 0.015
```

charge	-1
orbital gap	9.44	eV
HOMO energy	-6.92	eV
ΔE to the lowest compared entry with this formula, charge and spin	1617.9	kJ/mol
LUMO energy	2.52	eV

---

[7]
The following is a quantum chemistry calculation of 2 unconnected molecules or ions with the total composition C15H34N2O5PSi, from the OMol25 dataset.

Structure (XYZ):
```
58
Properties=species:S:1:pos:R:3
C 5.447 2.502 -3.380
C 4.817 3.632 -2.442
O 5.146 3.770 -1.247
N 3.765 4.530 -2.994
C 2.480 3.899 -2.503
C 1.180 4.678 -2.984
C -0.205 3.956 -2.550
C -0.015 2.496 -1.916
Si -1.675 1.595 -1.561
P -1.998 0.201 -3.284
O -3.325 -0.509 -3.038
O -2.009 1.158 -4.709
O -0.751 -0.949 -3.403
H 4.829 2.365 -4.328
H 5.471 1.545 -2.747
H 6.531 2.727 -3.644
H 3.876 5.478 -2.617
H 2.479 3.904 -1.359
H 2.531 2.812 -2.855
H 1.178 4.876 -4.115
H 1.144 5.713 -2.486
H -0.703 4.591 -1.732
H -0.936 3.924 -3.432
H 0.566 1.874 -2.691
H 0.608 2.518 -0.960
H -2.798 2.546 -1.451
H -1.474 0.805 -0.326
H -1.449 1.939 -4.508
H 0.058 -0.584 -2.979
C -3.478 -3.314 2.850
C -2.377 -2.262 3.086
C -1.544 -2.654 4.326
C -0.629 -3.860 4.139
C -0.169 -4.056 2.696
C -0.215 -2.783 1.823
N -1.580 -2.258 1.849
O -1.740 -1.116 1.069
C 0.114 -3.233 0.385
C 0.880 -1.798 2.280
C -3.078 -0.937 3.451
H -4.107 -3.039 1.999
H -4.135 -3.412 3.726
H -3.061 -4.303 2.642
H -0.928 -1.801 4.631
H -2.206 -2.845 5.182
H 0.242 -3.745 4.795
H -1.137 -4.769 4.477
H 0.841 -4.484 2.699
H -0.804 -4.822 2.239
H -0.661 -3.899 -0.004
H 1.065 -3.779 0.355
H 0.205 -2.384 -0.299
H 1.869 -2.269 2.221
H 0.747 -1.461 3.311
H 0.912 -0.909 1.645
H -3.687 -1.059 4.355
H -3.753 -0.598 2.662
H -2.353 -0.142 3.650
```

charge	-1
orbital gap	3.54	eV
HOMO energy	-1.40	eV
ΔE to the lowest compared entry with this formula, charge and spin	196.4	kJ/mol
LUMO energy	2.14	eV

---

[8]
The following is a quantum chemistry calculation of a molecular structure, C15H34N3O7V, from the OMol25 dataset.

Structure (XYZ):
```
60
Properties=species:S:1:pos:R:3
V 0.105 0.300 0.742
C -2.044 3.797 1.912
C -1.665 2.400 1.960
O -1.285 1.989 3.071
O -1.716 1.677 0.966
H -3.062 3.898 1.536
H -1.367 4.366 1.274
H -2.086 4.185 2.930
C -1.762 -2.501 2.296
C -0.786 -1.932 3.207
O 0.011 -0.842 2.689
H -1.226 -2.725 1.373
H -2.474 -1.848 1.791
H -2.169 -3.441 2.667
H -0.332 -2.876 3.509
H -1.320 -1.429 4.012
C 3.720 1.312 1.145
C 2.723 2.281 1.790
O 1.556 1.623 2.014
H 3.854 0.368 1.672
H 4.724 1.736 1.154
H 3.506 1.047 0.110
H 2.436 3.055 1.079
H 3.183 2.977 2.491
C 3.527 -1.242 -1.707
C 2.554 -1.706 -0.604
O 1.738 -0.952 -0.008
N 2.772 -2.853 -0.153
C 1.765 -3.598 0.679
H 4.017 -0.290 -1.502
H 2.951 -1.318 -2.630
H 4.252 -2.032 -1.905
H 3.549 -3.428 -0.445
H 1.622 -3.216 1.689
H 1.923 -4.676 0.726
H 0.822 -3.377 0.178
C -1.304 -2.646 -2.111
C -2.008 -1.744 -1.130
O -1.332 -0.969 -0.512
N -3.346 -1.743 -1.073
C -4.266 -0.887 -0.335
H -1.880 -3.346 -2.716
H -0.790 -3.359 -1.467
H -0.415 -2.127 -2.469
H -3.784 -2.417 -1.685
H -4.126 -0.927 0.745
H -5.320 -1.163 -0.373
H -4.326 0.119 -0.749
C 0.287 3.935 -1.186
C 0.159 2.498 -1.575
O 0.516 1.549 -0.906
N -0.183 2.390 -2.855
C -0.529 1.235 -3.521
H 0.482 4.515 -2.088
H 1.125 4.144 -0.520
H -0.652 4.306 -0.775
H -0.397 3.243 -3.351
H 0.364 0.717 -3.872
H -1.270 1.454 -4.290
H -1.024 0.494 -2.893
```

<S²>	3.75
charge	-1
orbital gap (spin up / spin down)	4.36 / 4.68	eV
multiplicity	4
HOMO energy (spin up / spin down)	-2.14 / -2.46	eV
ΔE to the lowest compared entry with this formula, charge and spin	268.3	kJ/mol
LUMO energy (spin up / spin down)	2.22 / 2.22	eV

---

no.,maximum force (hartree/bohr)
1,0.1865
2,0.0999
3,0.1217
4,0.0339
5,0.1657
6,0.1451
7,0.0684
8,0.1526